Computed, not measured: a 3-piece molecular cluster, C26H43ClF4N3O14S overall in a non-equilibrium geometry, with wB97M-V/def2-TZVPD.

The geometry in XYZ format:
```
92
Properties=species:S:1:pos:R:3:forces:R:3
C 6.398746 2.921278 3.288672 -0.3 -0.6 -0.2
C 5.761181 1.860742 2.206477 0.9 0.6 -1.2
O 5.758065 0.454253 2.656062 2.1 1.0 -0.9
C 7.057594 -0.180313 2.329573 0.0 -0.8 0.7
C 7.093590 -0.892712 0.838288 0.1 -0.3 -0.1
O 6.124457 -0.340873 -0.121009 -0.1 -1.2 1.3
C 4.843901 -1.062209 -0.032228 -1.0 -0.2 0.5
C 3.581173 -0.077702 -0.518290 2.1 -0.4 0.4
O 2.540255 -0.245951 0.511031 -0.4 -0.7 -2.6
C 1.508338 -1.143289 -0.108605 0.0 1.2 -0.3
C 0.288299 -1.534110 0.983061 1.2 -1.0 -1.3
C 0.490655 -3.125307 1.253107 0.6 -1.1 0.1
C 1.788114 -3.518424 2.204475 -0.9 -1.4 0.7
C 1.391107 -4.788861 3.216891 0.6 1.1 1.1
O 2.937413 -3.953930 1.393985 -0.7 -0.3 -0.1
O 0.700017 -0.658300 2.130185 -2.7 -1.3 0.7
S -0.332548 -0.756518 3.452421 2.0 -0.9 7.2
O -0.438467 -2.121708 4.159419 0.2 4.0 -4.0
O 0.261993 0.208257 4.555579 -2.2 -2.2 -5.1
C -1.982743 -0.098115 2.755510 0.4 0.7 -0.7
C -1.717579 1.470502 2.417161 0.7 1.3 0.3
O -2.899213 2.226500 2.953841 0.8 -1.2 -1.9
N -2.727196 2.454775 4.269400 -3.1 -2.0 3.1
O -3.696246 1.995271 4.889696 3.2 2.1 -1.9
C -2.421012 -1.053507 1.452167 -0.9 -0.2 2.1
C -2.879547 -2.487751 2.147864 -3.7 -6.9 5.1
O -2.991936 -3.673787 1.549110 1.8 6.2 0.4
O -3.362543 -2.595741 3.571629 2.8 2.9 -6.9
C -3.846372 -0.437022 0.935139 -3.3 -1.5 0.2
F -4.754372 0.009249 2.061703 3.1 -1.4 -3.2
F -4.642743 -1.542250 0.276610 2.5 3.4 1.9
C -3.816276 0.791479 -0.116915 -2.1 1.6 -1.4
F -4.602456 0.421266 -1.344192 2.3 1.2 3.4
F -4.515048 2.005750 0.443172 1.9 -3.5 -1.5
C -1.211291 -1.109063 0.367514 1.0 2.1 -0.3
C -1.520939 -1.654780 -1.131802 0.4 0.2 -0.9
C -2.199790 -3.083715 -1.387867 -8.0 -0.2 -2.9
O -3.445867 -3.116378 -1.940925 8.6 0.3 3.5
Cl -1.475103 -4.787821 -1.108850 -0.4 2.5 -0.3
H 5.586133 3.135810 4.117137 1.9 -0.3 -1.6
H 6.692138 3.903435 2.702850 -0.7 -1.9 1.3
H 7.378269 2.460871 3.775657 -2.1 1.0 -1.0
H 6.445063 1.903363 1.229087 -1.6 0.0 2.0
H 4.672774 2.169073 1.886977 2.1 -0.8 0.9
H 7.196095 -1.059563 3.109977 -0.3 1.9 -1.5
H 7.968584 0.565100 2.482186 -2.0 -1.4 -0.5
H 6.860661 -2.055857 0.938072 0.7 2.4 -0.1
H 8.175022 -0.715885 0.395740 -2.2 -0.5 0.8
H 4.621857 -1.372021 1.097654 0.4 0.8 -2.5
H 4.896397 -2.032987 -0.684405 0.0 1.7 1.1
H 3.240740 -0.351746 -1.606505 0.4 0.4 2.1
H 4.037498 1.015159 -0.568074 -1.3 -2.1 0.5
H 2.103357 -2.082654 -0.470953 -1.6 1.5 0.6
H 1.081426 -0.482845 -1.007571 0.6 -1.8 1.7
H -0.415296 -3.706819 1.696128 1.3 1.6 -0.9
H 0.735069 -3.629980 0.199085 -0.7 1.2 2.2
H 2.151129 -2.663383 2.909749 -0.6 -1.4 -1.7
H 2.083257 -4.631881 4.174089 -1.4 -0.5 -2.0
H 0.282837 -4.718362 3.616346 2.2 -0.2 -1.1
H 1.670291 -5.833265 2.767772 -0.8 2.0 0.6
H 2.780893 -4.849240 0.969777 -0.2 1.7 1.0
H -2.751796 -0.112033 3.631979 1.4 -0.7 -1.7
H -1.640909 1.770060 1.295203 -0.3 -0.8 2.0
H -0.786405 1.960765 2.957479 -1.7 -1.5 -1.0
H -2.766591 1.163339 -0.471599 -2.1 -0.8 0.6
H -0.998404 0.056394 0.142366 -0.4 -2.4 0.4
H -2.226259 -0.839740 -1.651368 1.3 -2.3 1.1
H -0.559497 -1.631308 -1.843517 -2.0 -0.1 2.0
C -2.954789 4.609514 -3.458557 -0.1 -0.1 0.9
O -2.114837 3.719232 -3.413231 -0.7 0.6 0.2
N -3.686066 5.075081 -2.386291 0.7 -0.2 -1.4
C -4.663908 6.134863 -2.522353 0.1 -0.2 0.1
C -3.470515 4.486218 -1.081101 0.2 -0.3 -0.1
H -3.196980 5.125568 -4.402501 -0.1 0.1 0.1
H -4.374031 6.968543 -1.876530 -0.2 0.1 -0.1
H -5.642290 5.754938 -2.214635 0.0 0.2 0.0
H -4.723979 6.485559 -3.556150 0.1 -0.1 0.1
H -2.422608 4.622350 -0.797784 -0.1 -0.1 0.1
H -3.684722 3.414621 -1.134253 0.0 0.3 0.2
H -4.117743 4.954523 -0.334300 0.1 -0.1 -0.2
C -1.181877 -0.683647 -5.028828 -0.9 0.0 -0.1
O -1.007373 -1.116658 -3.896474 -0.3 0.3 -0.9
N -2.407241 -0.471900 -5.624581 1.6 -0.2 0.4
C -2.529967 0.044717 -6.972123 -0.1 -0.1 0.3
C -3.611461 -0.775505 -4.879988 0.1 -0.2 0.4
H -0.333382 -0.420274 -5.682043 -0.1 0.0 -0.1
H -3.091678 0.982630 -6.941486 0.0 0.0 -0.2
H -3.067866 -0.685667 -7.583243 0.0 0.2 -0.1
H -1.547387 0.228948 -7.414761 -0.1 0.0 0.1
H -3.626106 -0.174166 -3.966158 -0.2 -0.2 0.0
H -3.602408 -1.834383 -4.604805 -0.2 0.2 0.1
H -4.500728 -0.558089 -5.478202 0.2 0.0 0.0
```
Positions in Å, forces in eV/Å.

Calculated values
E = -3491.3712 Eh
Kohn-Sham gap = 6.6 eV
net charge = -1
molecular weight = 765.1 g/mol
lowest unoccupied orbital energy = 0.071 Ha

---

Computed, not measured: C20H21F5N4OPdSSi as an isolated structure in a non-equilibrium geometry, with wB97M-V/def2-TZVPD.

The geometry in XYZ format:
```
54
Properties=species:S:1:pos:R:3:forces:R:3
Pd 0.730691 0.177371 0.168506 -2.0 1.6 -0.3
F 6.684660 3.747671 -0.088076 0.0 0.0 0.0
C 5.400815 3.471575 -0.136426 -0.2 -0.1 0.0
C 4.984725 2.161996 -0.368015 0.1 0.1 0.0
F 5.875405 1.198807 -0.547309 0.0 0.0 0.0
C 3.637470 1.888992 -0.409545 -0.3 0.2 -0.1
F 3.222241 0.629090 -0.645562 0.1 -0.1 0.1
C 2.666179 2.871836 -0.216348 0.6 -0.2 0.1
S 0.967441 2.519582 -0.217451 -0.7 -1.5 -0.1
C 3.108604 4.179573 -0.010266 -0.1 -0.2 0.1
F 2.212465 5.145719 0.149063 0.0 0.1 0.1
C 4.459175 4.478876 0.035397 0.0 0.0 -0.1
F 4.857007 5.720261 0.243610 0.0 0.0 0.0
C -2.915569 2.637751 1.654399 0.1 -0.4 -0.4
Si -2.125683 0.933848 1.667534 -0.3 0.1 2.1
C -0.685110 0.842618 2.880740 -0.4 0.1 -0.3
C -3.354566 -0.450622 2.051930 0.3 0.3 -0.5
N -1.416654 0.591833 0.051117 1.9 0.2 -1.4
C -1.928267 0.594870 -1.144416 0.2 0.1 0.7
C -3.336240 0.849040 -1.363705 -0.5 0.0 -0.2
C -3.837802 0.893167 -2.627616 -0.3 0.0 0.3
C -2.988122 0.686028 -3.733034 0.3 0.0 0.2
C -1.617437 0.426702 -3.560826 0.0 0.0 -0.2
C -1.089761 0.372642 -2.305108 0.2 0.1 -0.5
H -3.231075 2.873770 2.672382 0.0 -0.1 0.0
H -3.798619 2.689692 1.014887 0.0 0.0 0.0
H -2.211779 3.406828 1.332984 0.0 0.0 0.0
H -1.058977 0.694492 3.897112 -0.1 0.0 0.0
H -0.111833 1.771182 2.888417 0.1 0.0 -0.1
H -0.016788 0.001006 2.678994 0.0 0.0 0.0
H -3.869324 -0.188567 2.977982 0.0 0.0 0.0
H -2.845336 -1.401789 2.209667 0.0 0.0 0.0
H -4.116842 -0.577223 1.278816 0.0 0.0 0.1
H -3.976361 1.011454 -0.505068 0.0 0.0 -0.1
H -4.890984 1.085430 -2.782640 0.0 0.0 -0.1
H -3.402475 0.727251 -4.733134 0.0 0.0 0.0
H -0.988878 0.278247 -4.428140 0.0 0.0 0.0
H -0.035600 0.170976 -2.155162 0.0 0.0 0.1
C 3.204717 -3.974521 0.367764 0.3 0.1 0.0
N 1.756919 -3.784110 0.248761 -0.1 0.0 0.0
C 0.905623 -4.823931 0.085185 -0.2 0.0 0.0
C -0.426320 -4.632637 -0.052059 -0.1 -0.1 0.0
C -0.908980 -3.296407 -0.035808 0.5 0.1 0.1
N -0.066411 -2.268496 0.123045 -0.2 -0.1 0.0
C 1.252765 -2.511140 0.298168 0.2 0.1 0.1
O 2.015629 -1.549615 0.511006 0.7 -0.3 0.0
N -2.214709 -3.042542 -0.166057 0.0 0.0 -0.1
H 3.417741 -5.030877 0.500482 -0.1 0.0 0.0
H 3.579148 -3.414924 1.220195 0.0 0.0 0.0
H 3.703645 -3.614564 -0.530465 0.0 0.0 0.0
H 1.348026 -5.810271 0.081467 0.0 0.0 0.0
H -1.102373 -5.467182 -0.159081 0.0 0.0 0.0
H -2.876662 -3.790637 -0.276475 0.0 0.0 0.0
H -2.545560 -2.100114 -0.091818 -0.1 0.1 0.1
```
Positions in Å, forces in eV/Å.

Calculated values
E = -2383.2834 Eh
Kohn-Sham gap (spin up / spin down) = 3.4 / 3.4 eV
net charge = +2
molecular weight = 595.0 g/mol
lowest unoccupied orbital energy (spin up / spin down) = -0.373 / -0.372 Ha

---

Computed, not measured: C28H47BrNP3V as an isolated structure in a non-equilibrium geometry, with wB97M-V/def2-TZVPD.

The geometry in XYZ format:
```
81
Properties=species:S:1:pos:R:3:forces:R:3
C 1.704247 3.713974 -0.078580 0.2 0.0 -0.5
C 0.777511 2.917583 -0.779909 0.2 0.8 -0.3
C 0.812254 2.965666 -2.187934 0.4 0.2 0.2
C 1.852478 3.672678 -2.815701 -0.7 -0.2 0.7
N 2.779455 4.334030 -2.129478 0.3 0.2 -0.2
C 2.699241 4.392840 -0.803332 -0.9 -0.4 0.2
C -0.102224 1.995572 -0.084751 0.9 0.0 -0.3
C -1.256519 1.709949 0.480753 -1.1 -1.8 1.0
C -2.596518 2.043988 0.866981 1.4 0.4 -0.9
C -3.414281 1.063470 1.460707 -1.9 -0.5 0.8
C -4.732182 1.344887 1.834144 1.7 -0.8 -0.4
C -5.218061 2.634812 1.610693 -1.6 0.3 0.4
C -4.433393 3.629084 1.019754 1.3 0.5 -0.6
C -3.123799 3.331466 0.646761 -1.4 0.9 0.2
V -0.013090 0.019274 0.568299 -1.5 2.7 -0.3
P 2.141157 -0.427592 -0.039276 1.7 -0.3 -0.8
H 0.047105 2.474679 -2.780713 0.2 -0.1 0.0
H 1.653013 3.805547 1.000898 0.1 -0.1 -0.1
H 1.903259 3.703988 -3.905271 0.1 0.0 0.3
H 3.429244 5.007652 -0.275653 -0.1 -0.1 -0.2
H -2.485962 4.076181 0.178420 -0.2 0.0 0.1
H -3.024292 0.059993 1.643467 0.0 0.4 -0.2
H -4.834017 4.623765 0.845426 0.0 -0.2 0.1
H -5.353667 0.581205 2.283823 0.0 0.1 0.0
C 2.694501 -2.150607 0.343634 -0.1 0.2 0.0
C 3.850170 -2.709561 -0.484499 0.3 -0.3 0.0
H 1.798998 -2.782653 0.220835 0.3 0.1 0.1
H 2.946306 -2.163515 1.417190 -0.1 0.0 -0.2
H 4.038263 -3.740803 -0.164099 0.0 0.2 -0.1
H 3.626074 -2.739149 -1.559142 0.0 0.1 0.3
H 4.785980 -2.155023 -0.342716 -0.3 -0.1 0.0
C 2.404660 -0.185258 -1.845667 0.0 0.0 -0.1
C 3.807746 0.227022 -2.287344 0.2 0.1 -0.4
H 1.681946 0.587107 -2.158445 0.2 -0.3 0.1
H 2.102210 -1.118373 -2.347102 0.1 0.2 0.2
H 3.814451 0.346200 -3.379341 0.0 0.0 0.3
H 4.112440 1.191831 -1.858240 -0.1 -0.3 -0.1
H 4.568001 -0.525005 -2.039180 -0.3 0.2 -0.1
C 3.328881 0.686826 0.831032 -0.1 0.0 -0.1
C 4.782217 0.218922 0.915851 0.3 0.1 0.1
H 2.918711 0.830625 1.844319 0.2 0.0 -0.3
H 3.260814 1.665808 0.331279 0.0 -0.3 0.1
H 5.367056 0.979925 1.447604 -0.1 -0.2 -0.1
H 4.891903 -0.721404 1.473024 -0.1 0.2 -0.1
H 5.243242 0.091752 -0.070397 -0.2 0.0 0.3
Br -7.015029 3.005317 2.129527 1.3 -0.2 -0.4
P -1.365709 -1.299687 -0.810120 -1.2 -1.1 -1.5
C -0.445575 -2.343414 -2.016100 0.0 0.1 0.1
C -1.188266 -3.540039 -2.607019 0.1 -0.3 -0.3
H 0.469673 -2.677354 -1.495834 -0.3 0.1 -0.3
H -0.127196 -1.653217 -2.815622 0.0 -0.2 0.2
H -0.495945 -4.062957 -3.278053 -0.2 0.0 0.1
H -1.514889 -4.259352 -1.841645 0.2 0.3 -0.2
H -2.060395 -3.240402 -3.204121 0.3 -0.1 0.2
C -2.517423 -2.447963 0.069647 0.4 0.0 0.2
C -3.804984 -2.875063 -0.632577 -0.3 -0.2 0.0
H -2.771127 -1.946087 1.017480 0.0 -0.3 -0.2
H -1.908105 -3.331116 0.325033 -0.2 0.2 0.1
H -4.343444 -3.545635 0.048144 0.0 0.1 -0.2
H -4.474828 -2.030385 -0.851836 0.3 -0.2 0.1
H -3.627581 -3.431459 -1.562088 0.0 0.2 0.3
C -2.499464 -0.249202 -1.826147 0.2 0.2 0.1
C -3.020181 -0.804852 -3.150355 -0.2 0.0 -0.2
H -1.958848 0.693326 -2.004996 -0.2 -0.2 0.0
H -3.333904 0.006300 -1.154483 0.2 0.0 -0.2
H -3.632639 -0.026564 -3.620046 0.1 -0.2 0.0
H -2.212411 -1.052364 -3.850739 -0.2 0.1 0.2
H -3.660392 -1.687335 -3.028659 0.2 0.3 0.0
C 1.642522 -0.462852 4.168921 0.3 -0.1 0.1
P 0.428786 -0.309942 2.789643 0.4 -0.3 2.6
C -0.381057 -1.940759 2.962853 -0.1 -0.1 -0.3
C -0.683238 0.893659 3.594732 -0.3 0.2 0.1
H 2.383617 -1.264953 4.042423 -0.3 0.2 -0.2
H 1.009539 -0.709405 5.042728 0.4 0.1 -0.3
H 2.189670 0.464066 4.396603 -0.3 -0.2 -0.3
H -0.584777 -2.078295 4.027762 0.0 -0.2 -0.1
H -1.332324 -2.015424 2.421552 0.3 0.0 0.1
H 0.306055 -2.717744 2.579392 -0.3 0.3 0.3
H -0.837281 0.585947 4.634267 0.1 0.2 -0.1
H -0.203571 1.887592 3.538655 -0.2 -0.4 0.2
H -1.664835 0.958279 3.112990 0.4 0.0 0.1
```
Positions in Å, forces in eV/Å.

Calculated values
E = -5691.2810 Eh
expectation value of S² = 3.837
Kohn-Sham gap (spin up / spin down) = 7.2 / 3.4 eV
net charge = +2
molecular weight = 621.5 g/mol
lowest unoccupied orbital energy (spin up / spin down) = -0.226 / -0.359 Ha
multiplicity = 4

---

> What is the formula in the first record?

C26H43ClF4N3O14S

---

> The lowest molecular weight belongs to which entry?

C20H21F5N4OPdSSi

---

> net charge of number 2 (C20H21F5N4OPdSSi)?

+2

---

> Which of these has the highest molecular weight?

C26H43ClF4N3O14S